No. 1
{"formula": "C20H40Cl4O18", "method": "ωB97M-V with the def2-TZVPD basis set", "e_lumo_ev": 0.3057, "total_charge": 0, "molar_mass_g_mol": 710.3, "e_homo_ha": -0.389, "smiles": "COC(=O)OC.COC(=O)OC.COC(=O)OC.COC(=O)OC.COC(=O)OC.COC(=O)OC.ClCCl.ClCCl", "relative_energy_ev": 3.6403, "symbols": ["C", "O", "C", "O", "O", "C", "H", "H", "H", "H", "H", "H", "C", "O", "C", "O", "O", "C", "H", "H", "H", "H", "H", "H", "C", "O", "C", "O", "O", "C", "H", "H", "H", "H", "H", "H", "C", "O", "C", "O", "O", "C", "H", "H", "H", "H", "H", "H", "C", "O", "C", "O", "O", "C", "H", "H", "H", "H", "H", "H", "C", "O", "C", "O", "O", "C", "H", "H", "H", "H", "H", "H", "Cl", "C", "Cl", "H", "H", "Cl", "C", "Cl", "H", "H"], "coordinates": [[-3.4150, -0.7778, -4.4784], [-3.6165, -0.9849, -3.1204], [-4.1447, 0.0502, -2.4368], [-4.3223, 1.2121, -2.8038], [-4.0728, -0.2946, -1.1315], [-4.4477, 0.6287, -0.1166], [-2.8551, 0.1453, -4.6287], [-4.3922, -0.8212, -4.9592], [-2.8240, -1.6557, -4.7395], [-5.4832, 0.9318, -0.2717], [-3.7382, 1.4537, -0.1795], [-4.3229, 0.1952, 0.8757], [0.7921, 4.2308, 1.0549], [0.0835, 3.1913, 1.7565], [-1.2746, 3.3813, 2.0520], [-2.0058, 4.2965, 1.7105], [-1.6657, 2.3597, 2.8764], [-2.8747, 2.3098, 3.5551], [0.1852, 4.7476, 0.3114], [1.6796, 3.8528, 0.5473], [1.1801, 4.9934, 1.7301], [-3.1256, 3.3209, 3.8758], [-2.8507, 1.6416, 4.4160], [-3.6226, 1.9902, 2.8294], [-2.0314, -1.7065, 5.5045], [-0.9346, -0.7867, 5.2989], [0.1623, -1.1284, 4.6588], [0.3686, -2.2363, 4.0759], [1.0401, -0.1057, 4.8018], [2.2062, 0.0325, 4.0137], [-1.8072, -2.3093, 6.3846], [-2.1942, -2.4433, 4.7179], [-2.9036, -1.0676, 5.6428], [2.9720, -0.6061, 4.4542], [2.6093, 1.0447, 4.0444], [2.1708, -0.1458, 2.9390], [-3.6066, -3.7977, 0.9326], [-3.5973, -4.3701, -0.3255], [-4.6432, -5.1758, -0.7284], [-5.5235, -5.7031, -0.0588], [-4.5479, -5.4027, -2.1541], [-3.5027, -4.7639, -2.8153], [-2.5742, -3.4496, 0.9662], [-3.6400, -4.4936, 1.7708], [-4.3180, -2.9943, 1.1234], [-3.7408, -3.7049, -2.9151], [-3.3862, -5.1550, -3.8261], [-2.6206, -4.9826, -2.2136], [9.0181, 0.1486, 1.3985], [7.7092, 0.4920, 0.9588], [7.5413, 1.6498, 0.2538], [8.4465, 2.4038, -0.1115], [6.1924, 1.8088, 0.0438], [5.8333, 2.9533, -0.6805], [9.0735, -0.8039, 1.9256], [9.3818, 0.8402, 2.1585], [9.6573, 0.0679, 0.5194], [6.1806, 2.8465, -1.7082], [6.1182, 3.8824, -0.1868], [4.7475, 3.0296, -0.7370], [2.9834, 0.5537, -2.1583], [2.1496, 1.6984, -2.1349], [1.1333, 1.8364, -3.0214], [1.1077, 1.2512, -4.1630], [0.1098, 2.5847, -2.5050], [-0.9254, 3.1630, -3.3653], [3.2109, 0.4907, -1.0942], [3.7864, 0.6757, -2.8852], [2.3670, -0.3014, -2.4354], [-1.5428, 3.7986, -2.7306], [-1.4413, 2.3018, -3.7899], [-0.5603, 3.6129, -4.2886], [-0.8038, -0.3771, -1.4491], [-0.6158, 0.4805, 0.0952], [-1.2169, -0.6162, 1.3215], [0.3539, 0.9440, 0.2763], [-1.3483, 1.2797, -0.0185], [1.3729, -2.8465, -1.3037], [1.2197, -3.4681, -2.9683], [2.5858, -4.4747, -3.5745], [0.4343, -4.2188, -3.0568], [0.9167, -2.6347, -3.6021]]}


No. 2
{"formula": "C4H4O", "method": "ωB97M-V with the def2-TZVPD basis set", "e_lumo_ev": 0.9706, "total_charge": 0, "molar_mass_g_mol": 68.1, "e_homo_ha": -0.369, "smiles": "C#CCC=O", "relative_energy_ev": 2.1831, "symbols": ["C", "C", "C", "C", "O", "H", "H", "H", "H"], "coordinates": [[-1.6343, -0.9210, -0.0223], [-1.1693, 0.1692, -0.2565], [0.0812, 0.9085, -0.1018], [1.1826, -0.1725, -0.0127], [0.9464, -1.3344, 0.1857], [-1.9906, -1.8897, 0.2368], [0.3202, 1.7050, -0.8169], [0.0299, 1.3821, 0.8869], [2.2339, 0.1527, -0.0993]]}


> What is the formula in the first record?

C20H40Cl4O18


Repeat the second record exactly.
{"formula": "C4H4O", "method": "ωB97M-V with the def2-TZVPD basis set", "e_lumo_ev": 0.9706, "total_charge": 0, "molar_mass_g_mol": 68.1, "e_homo_ha": -0.369, "smiles": "C#CCC=O", "relative_energy_ev": 2.1831, "symbols": ["C", "C", "C", "C", "O", "H", "H", "H", "H"], "coordinates": [[-1.6343, -0.9210, -0.0223], [-1.1693, 0.1692, -0.2565], [0.0812, 0.9085, -0.1018], [1.1826, -0.1725, -0.0127], [0.9464, -1.3344, 0.1857], [-1.9906, -1.8897, 0.2368], [0.3202, 1.7050, -0.8169], [0.0299, 1.3821, 0.8869], [2.2339, 0.1527, -0.0993]]}